{
  "formula": "C28H23Br2Cl5N2O4Sm",
  "method": "the ωB97M-V functional and the def2-TZVPD basis",
  "elements": ["Sm", "C", "C", "C", "C", "C", "Br", "N", "C", "H", "H", "H", "H", "H", "H", "O", "C", "C", "C", "N", "C", "Br", "C", "H", "H", "H", "H", "Cl", "C", "C", "C", "Cl", "C", "Cl", "C", "Cl", "C", "Cl", "O", "C", "O", "C", "C", "C", "C", "C", "C", "H", "H", "H", "H", "H", "C", "H", "H", "C", "C", "C", "O", "H", "H", "H", "H", "H", "H"],
  "coordinates": [[0.211, 0.550, 0.606], [0.829, 1.725, -5.509], [0.774, 1.905, -4.018], [-0.394, 2.324, -3.350], [-0.369, 2.415, -1.933], [0.736, 2.158, -1.154], [-1.177, 2.667, 1.936], [1.907, 1.801, -1.892], [1.892, 1.667, -3.278], [0.555, 2.647, -6.028], [0.136, 0.945, -5.836], [1.836, 1.446, -5.821], [-1.299, 2.544, -3.905], [-1.270, 2.746, -1.424], [2.809, 1.319, -3.739], [-0.336, -6.700, 0.670], [-0.388, -5.348, 0.643], [0.195, -4.553, 1.622], [0.056, -3.184, 1.525], [-0.610, -2.565, 0.546], [-1.131, -3.346, -0.393], [-2.118, -2.567, -1.810], [-1.056, -4.730, -0.401], [0.126, -6.987, 1.462], [0.747, -4.996, 2.443], [0.519, -2.535, 2.259], [-1.506, -5.311, -1.192], [3.191, 1.299, 2.578], [2.008, 0.562, 3.618], [0.833, 0.143, 3.008], [-0.113, -0.372, 3.884], [-1.627, -0.837, 3.154], [0.074, -0.510, 5.252], [-1.149, -1.193, 6.263], [1.284, -0.095, 5.804], [1.565, -0.255, 7.499], [2.261, 0.464, 4.981], [3.753, 1.010, 5.658], [1.842, -1.018, 0.351], [1.482, -1.165, -0.852], [0.439, -0.640, -1.314], [2.327, -2.007, -1.757], [3.342, -2.792, -1.218], [4.157, -3.538, -2.053], [3.963, -3.498, -3.428], [2.936, -2.731, -3.963], [2.112, -1.990, -3.129], [3.476, -2.790, -0.145], [4.949, -4.146, -1.633], [4.613, -4.064, -4.084], [2.779, -2.708, -5.034], [1.307, -1.386, -3.528], [3.086, 1.588, -1.205], [3.974, 1.281, -1.735], [3.109, 1.748, -0.141], [-3.958, 1.582, -0.026], [-3.304, 0.274, 0.271], [-4.167, -0.832, 0.808], [-2.109, 0.114, 0.134], [-5.044, 1.511, -0.048], [-3.571, 1.993, -0.958], [-3.641, 2.276, 0.762], [-4.518, -0.526, 1.797], [-3.593, -1.753, 0.897], [-5.031, -0.996, 0.164]],
  "spin_multiplicity": 6,
  "gap_ev": [4.994, 5.078],
  "e_above_lowest_kj_mol": 0.00,
  "charge": -1,
  "mol_weight_g_mol": 938.9
}